A 2-piece molecular cluster, C5H12O3 overall at a distorted geometry. Source: the OMol25 dataset; level of theory: ωB97M-V/def2-TZVPD.

The geometry in XYZ format:
```
20
Properties=species:S:1:pos:R:3:lowdin_charge:R:1
O -0.5946 0.2570 1.6759 0.086
O 1.5813 -0.0746 1.9330 0.114
O -1.9285 -2.7119 0.1093 -0.059
C 0.4692 1.4100 -2.4317 -0.076
C -0.1476 0.8909 -1.1013 -0.382
C 0.5336 0.4405 1.2716 -0.532
C -0.2825 -0.6266 -1.2419 -0.086
C 0.8269 1.2352 0.0419 -0.095
H -0.7973 -1.0336 -0.3810 0.028
H -1.1244 1.3281 -0.9261 0.133
H -0.3627 1.8527 -2.9876 0.075
H 1.0918 2.2853 -2.2209 0.070
H 1.8533 1.1805 -0.3279 0.126
H 1.3036 -0.4610 2.7759 0.127
H -2.4684 -1.9302 0.2303 0.041
H -0.8603 -0.8907 -2.1326 0.088
H 0.9963 0.6675 -3.0192 0.075
H -1.6411 -3.2050 0.8762 0.043
H 0.8064 2.2776 0.3373 0.130
H 0.6491 -1.1435 -1.4761 0.094
```

Calculated values
Relative energy (zero: lowest compared OMol25 entry of this formula, charge and spin)   0.627 eV
HOMO-LUMO gap   11.11 eV
Charge   0
E_HOMO   -0.3828 hartree
Structure (SMILES)   CC(C)CC(=O)O.O
Largest force on an atom   2.1 eV/A

A 2-piece molecular cluster, C5H16N4 overall at a distorted geometry. Source: the OMol25 dataset; level of theory: ωB97M-V/def2-TZVPD.

The geometry in XYZ format:
```
25
Properties=species:S:1:pos:R:3:lowdin_charge:R:1
N -0.4953 1.0041 -1.7209 -0.089
N 1.5971 1.4711 -0.8924 0.060
N 1.5069 -0.7157 0.7120 0.026
N -0.4748 -1.4075 -0.1036 0.046
C -1.5768 1.3625 -2.5930 -0.156
C 0.5900 1.6823 -1.7545 -0.328
C -0.4679 0.3161 1.7407 -0.040
C 0.0491 -2.1223 2.1672 -0.049
C 0.1227 -0.9711 1.1569 -0.706
H -0.5199 -0.6007 -0.7609 0.033
H -0.4424 1.1034 0.9919 0.057
H 0.6014 -1.8723 3.0721 0.076
H -1.8593 0.4944 -3.1941 0.068
H 2.4821 1.8839 -1.1267 0.070
H 0.4681 -3.0292 1.7342 0.077
H 0.7419 2.4880 -2.4907 0.122
H 1.5282 -1.4747 -0.0480 0.134
H -1.4327 -1.7061 0.0447 0.077
H -1.4976 0.1476 2.0497 0.078
H 0.1097 0.6386 2.6054 0.077
H 2.1616 -0.7669 1.4843 0.097
H -2.4469 1.6488 -1.9959 0.068
H -1.3309 2.1919 -3.2718 0.065
H -0.9870 -2.3203 2.4347 0.076
H 1.5727 0.5542 -0.2412 0.061
```

Calculated values
Relative energy (zero: lowest compared OMol25 entry of this formula, charge and spin)   0.751 eV
HOMO-LUMO gap   9.35 eV
Charge   0
E_HOMO   -0.3049 hartree
Structure (SMILES)   CC(C)(N)N.C/N=C/N
Largest force on an atom   2.3 eV/A

One molecule with the formula C12H15N3OS2 at a distorted geometry. Source: the OMol25 dataset; level of theory: ωB97M-V/def2-TZVPD.

The geometry in XYZ format:
```
33
Properties=species:S:1:pos:R:3:lowdin_charge:R:1
S 4.9376 -1.5455 -0.0251 1.023
S 1.8320 -0.4139 -0.2298 1.128
O -0.6471 -1.1398 -0.3324 0.012
N 1.6592 2.1491 -0.3382 0.001
N 2.9547 1.9005 -0.2632 0.002
N -0.4311 1.0958 -0.4027 0.118
C -2.9379 -0.4359 2.0517 -0.080
C 6.8962 0.1089 -0.0025 -0.183
C 5.7380 0.8991 -0.0909 -0.112
C 3.2501 0.6405 -0.1990 -0.598
C -4.8887 -0.9083 -1.0669 -0.095
C -3.3806 -1.0752 -0.9392 -0.219
C 4.5867 0.1515 -0.1138 -0.545
C -2.6756 0.1843 -0.4240 -0.261
C 0.9345 1.0772 -0.3331 -0.577
C -1.1801 -0.0556 -0.3898 -0.464
C 6.6207 -1.2235 0.0411 -0.413
C -3.1291 0.6314 0.9805 -0.206
H 7.3092 -2.0424 0.1086 0.060
H -5.3573 -0.7832 -0.0944 0.066
H -4.1805 0.9189 0.9332 0.107
H -2.8752 1.0096 -1.1186 0.148
H -0.8605 2.0083 -0.4587 0.158
H -2.5611 1.5227 1.2615 0.107
H -2.9622 -1.3136 -1.9198 0.120
H -3.6058 -1.2771 1.8900 0.073
H 7.8932 0.5103 0.0275 0.102
H -3.1469 -1.9113 -0.2810 0.110
H -3.1521 -0.0176 3.0326 0.076
H -5.3194 -1.7889 -1.5368 0.073
H -5.1291 -0.0425 -1.6809 0.077
H 5.7237 1.9719 -0.1374 0.113
H -1.9155 -0.8058 2.0515 0.078
```

Calculated values
Relative energy (zero: lowest compared OMol25 entry of this formula, charge and spin)   0.000 eV
HOMO-LUMO gap   8.36 eV
Charge   0
E_HOMO   -0.2983 hartree
Structure (SMILES)   CCC(CC)C(=O)Nc1nnc(-c2cccs2)s1
Largest force on an atom   1.8 eV/A

A 4-piece molecular cluster, C3H13NO3 overall at a distorted geometry. Source: the OMol25 dataset; level of theory: ωB97M-V/def2-TZVPD.

The geometry in XYZ format:
```
20
Properties=species:S:1:pos:R:3:lowdin_charge:R:1
O -1.1370 2.7687 -2.4416 -0.080
O -5.2005 0.8819 5.5009 -0.063
O -2.0578 0.3416 -1.0748 -0.052
N 3.0646 -0.6118 0.6168 0.081
C 2.1865 -0.7553 -0.4325 -0.482
C 2.1911 -2.1115 -1.1267 -0.046
C 1.3995 0.2176 -0.8809 -0.002
H -1.5954 2.1553 -1.8415 -0.006
H 0.7159 0.0964 -1.6842 0.024
H -1.6491 2.7141 -3.2541 0.029
H 1.6647 -2.8360 -0.5156 0.077
H 1.7986 -1.9710 -2.1199 0.069
H 3.0863 0.3076 1.0203 0.088
H 3.2336 -2.4177 -1.2432 0.074
H 1.3088 1.2232 -0.5044 0.054
H 3.9239 -1.1240 0.7004 0.087
H -1.4777 -0.1818 -1.6290 0.034
H -1.7646 0.4572 -0.1698 0.051
H -4.3661 0.8315 5.9787 0.031
H -5.3254 0.0140 5.1010 0.032
```

Calculated values
Relative energy (zero: lowest compared OMol25 entry of this formula, charge and spin)   0.952 eV
HOMO-LUMO gap   8.98 eV
Charge   0
E_HOMO   -0.3030 hartree
Structure (SMILES)   C=C(C)N.O.O.O
Largest force on an atom   1.5 eV/A

C44H45InN7OSSbSe4Si as an isolated structure. Source: the OMol25 dataset; level of theory: ωB97M-V/def2-TZVPD.

The geometry in XYZ format:
```
105
Properties=species:S:1:pos:R:3:lowdin_charge:R:1
Sb -0.3264 0.9678 5.2180 0.088
In 0.0941 0.0614 -0.1807 0.389
Se 0.1477 0.9972 2.3072 -0.141
Se -0.0611 3.3136 1.8204 -0.110
Se 1.7944 0.3104 6.3031 -0.385
Se -1.8245 -0.9523 5.4868 -0.381
S 1.9762 -2.3377 0.4611 0.730
Si 2.4058 1.2023 -0.8053 0.664
O -1.4257 -1.3789 0.7784 -0.158
N -0.1988 0.4010 -3.2001 0.121
N 4.2253 -2.9818 1.7925 -0.239
N -2.6384 3.3626 -0.8736 0.135
N -0.9753 -2.9016 -0.8959 0.039
N -1.7726 1.3502 -0.5397 0.033
N 2.3634 -2.5860 3.0930 -0.155
N -0.6023 -1.8079 -1.6006 0.006
C -1.5459 2.5720 -0.9387 -0.253
C 5.8947 -0.3886 -2.4765 -0.101
C -4.9471 2.9410 0.0635 -0.035
C 4.9005 2.5460 2.9312 -0.093
C 0.2338 1.3584 -5.3514 -0.065
C 4.0837 -1.6543 -3.4061 -0.092
C -2.4540 -5.6894 3.0171 -0.105
C 3.1872 -0.9044 -2.6565 -0.113
C 2.2447 2.7581 -1.9021 -0.287
C 4.2204 1.3361 2.9501 -0.070
C -2.1512 -3.3529 2.5394 -0.040
C -3.6463 2.6124 -0.2963 -0.194
C -3.0942 1.3461 -0.0841 -0.185
C 0.1472 -1.0102 -5.0901 -0.026
C 4.9528 -2.5540 0.6092 -0.116
C 2.5902 3.9274 -4.0096 -0.115
C 4.4742 -4.3791 2.1167 -0.080
C 4.8409 3.3539 1.8051 -0.101
C -0.1147 -0.8231 -3.7321 -0.245
C 5.4455 -1.3971 -3.3186 -0.113
C -1.7746 -3.6689 1.2387 -0.138
C 3.3866 1.7512 0.7044 -0.303
C 4.0846 2.9609 0.7069 -0.111
C -0.3502 -1.9952 -2.8511 -0.277
C 2.7379 2.7989 -3.2090 -0.112
C 1.4727 5.0415 -2.2031 -0.093
C -1.7348 -4.9998 0.8268 -0.039
C -5.6913 1.9473 0.6698 -0.109
C -5.1438 0.6795 0.9119 -0.083
C 2.8671 -2.6218 1.8662 -0.727
C -0.3632 -3.3570 -3.4781 -0.035
C 0.3277 0.0968 -5.9040 -0.072
C -2.0779 -6.0071 1.7142 -0.106
C 3.4831 0.9438 1.8424 -0.142
C 3.1699 -2.6716 4.3078 -0.053
C -0.0328 1.4517 -3.9911 -0.129
C 0.9424 -2.3638 3.3753 -0.078
C -3.8498 0.3606 0.5477 0.021
C -1.3632 -2.5533 0.3343 -0.490
C -2.4858 -4.3651 3.4289 -0.078
C 3.6110 0.1193 -1.8080 -0.295
C 4.9874 0.3561 -1.7327 -0.099
C 1.9466 5.0514 -3.5112 -0.115
C 1.6247 3.9133 -1.4066 -0.153
H 2.8516 -1.8655 4.9751 -0.011
H 4.1911 -5.0329 1.2794 0.090
H 2.9788 3.9266 -5.0224 0.092
H 3.9063 -4.6779 2.9950 0.072
H 5.3549 4.3087 1.7896 0.089
H 0.3740 2.2563 -5.9382 0.099
H 5.4517 2.8683 3.8073 0.094
H -3.4092 -0.5973 0.7813 0.101
H 6.0175 -2.7179 0.7968 0.085
H 5.3553 1.1323 -1.0692 0.101
H 2.1331 -1.1428 -2.7095 0.067
H -2.7068 -6.4805 3.7147 0.090
H 6.9565 -0.1863 -2.3891 0.093
H 0.3966 -2.2252 2.4523 0.021
H -2.1375 -2.3211 2.8766 0.062
H -1.1763 -3.4605 -4.2025 0.085
H 4.0332 3.6210 -0.1521 0.093
H -5.3485 3.9341 -0.0975 0.099
H 4.7889 -1.4945 0.4393 0.064
H 4.2053 0.7273 3.8469 0.083
H 5.5358 -4.5216 2.3288 0.084
H 0.5782 -3.5347 -4.0047 0.076
H 1.2409 3.9219 -0.3835 -0.005
H 0.9882 5.9206 -1.7910 0.098
H 6.1528 -1.9851 -3.8924 0.089
H 2.9908 -3.6300 4.8051 0.090
H 4.6537 -3.0970 -0.2948 0.070
H -0.1022 2.4254 -3.5215 0.100
H 1.8285 5.9337 -4.1308 0.088
H -0.5955 2.9428 -1.2825 0.079
H -6.7050 2.1590 0.9880 0.090
H 0.2121 -2.0058 -5.5025 0.095
H 3.2418 1.9285 -3.6173 0.098
H -1.4207 -5.2249 -0.1835 0.098
H -2.6359 4.3514 -1.0293 0.155
H -0.4859 -4.1058 -2.7030 0.059
H -2.7364 -4.0982 4.4487 0.090
H 3.7190 -2.4498 -4.0469 0.094
H 4.2236 -2.5698 4.0674 0.085
H 0.5418 -0.0329 -6.9583 0.101
H 2.9278 0.0181 1.8888 0.039
H -5.7394 -0.0620 1.4289 0.098
H -2.0416 -7.0433 1.3970 0.087
H 0.5505 -3.2270 3.9181 0.100
H 0.8429 -1.4861 4.0126 -0.019
```

Calculated values
Relative energy (zero: lowest compared OMol25 entry of this formula, charge and spin)   0.961 eV
HOMO-LUMO gap   4.46 eV
Charge   -2
E_HOMO   -0.0325 hartree
Largest force on an atom   0.8 eV/A

A 2-piece molecular cluster, C4H12NOSe overall at a distorted geometry. Source: the OMol25 dataset; level of theory: ωB97M-V/def2-TZVPD.

The geometry in XYZ format:
```
19
Properties=species:S:1:pos:R:3:lowdin_charge:R:1
Se 2.6725 0.2070 -0.1762 0.840
O -1.3611 -0.7776 0.4189 -0.162
N -0.0816 1.5407 0.8830 0.131
C -1.3174 0.1266 -0.6734 -0.179
C 2.0699 -1.4758 0.3978 -0.419
C -1.2074 1.5294 -0.0803 -0.119
C -0.9080 -2.0143 0.2081 0.000
H -2.1308 1.7733 0.4476 0.142
H -0.9247 -2.6532 1.0698 0.079
H 0.8513 1.1854 0.4244 0.002
H -0.3025 0.8769 1.6363 0.162
H 0.0652 2.4717 1.2824 0.170
H 2.4725 -2.3032 -0.1672 -0.005
H 2.3957 0.0187 -1.5935 -0.119
H -0.4567 -0.1044 -1.3109 0.120
H -1.0348 2.2617 -0.8687 0.142
H 2.1706 -1.5825 1.4694 -0.010
H -2.2313 0.0416 -1.2728 0.147
H -0.7628 -2.3962 -0.7839 0.078
```

Calculated values
Relative energy (zero: lowest compared OMol25 entry of this formula, charge and spin)   3.517 eV
HOMO-LUMO gap (alpha / beta)   7.14 / 8.71 eV
Charge   +1
E_HOMO (alpha / beta)   -0.4022 / -0.4342 hartree
Largest force on an atom   1.2 eV/A